115
Properties=species:S:1:pos:R:3 method="wB97M-V/def2-TZVPD" e_lumo_ev=0.3856 spin_multiplicity=1 smiles="C[C@@H](O)C[C@@]1(N)C[C@@H](Cl)C(=O)N1.CC(C)=O.CC(C)=O.CC(C)=O.CC(C)=O.CC(C)=O.CC(C)=O.CC(C)=O.CC(C)=O.CC(C)=O" max_force_ha_per_bohr=0.0676
C 4.62454 -2.71086 0.11787
C 4.41703 -1.48913 -0.89654
O 4.14749 -1.99711 -2.23488
C 3.37117 -0.39247 -0.40116
C 1.83255 -0.81711 -0.48379
N 1.15830 0.28242 0.33738
C 1.03756 -0.67916 -1.87456
C 0.21096 -2.05692 -1.92917
Cl 1.32641 -3.51851 -2.22596
C -0.03026 -2.19923 -0.33440
O -1.07397 -2.32366 0.31359
N 1.37100 -2.07753 0.15065
H 5.73099 -2.73770 0.42469
H 4.02615 -2.62331 1.07321
H 4.45343 -3.69844 -0.43753
H 5.43511 -0.95548 -0.96096
H 3.56046 -1.38287 -2.71503
H 3.49419 0.51704 -1.09754
H 3.67110 -0.00538 0.63453
H 1.77145 1.10225 0.17822
H 1.18901 0.06428 1.33946
H 0.20320 0.09152 -1.71224
H 1.65633 -0.37905 -2.77739
H -0.69667 -2.12324 -2.59640
H 1.24163 -2.08558 1.17015
C -2.71524 -0.47081 2.46266
C -3.63012 -0.30939 3.64649
C -4.51925 -1.47225 3.99609
O -3.64961 0.72105 4.29534
H -2.13372 0.44357 2.32748
H -2.02708 -1.30061 2.63408
H -3.30263 -0.64850 1.55984
H -3.91098 -2.34666 4.23608
H -5.18686 -1.69421 3.16105
H -5.12327 -1.21663 4.86861
C 0.52313 2.79690 4.62572
C 0.13531 2.78627 3.17095
C -1.10904 3.53437 2.77826
O 0.80095 2.19538 2.34156
H 1.43891 2.21789 4.76032
H 0.70548 3.82215 4.95433
H -0.26943 2.34362 5.22479
H -0.99958 4.59292 3.02303
H -1.97520 3.11402 3.29466
H -1.26335 3.43884 1.70242
C 6.98069 -1.00746 3.04506
C 5.54789 -0.86747 3.48551
C 5.29122 -0.66261 4.95477
O 4.63378 -0.91804 2.68562
H 7.01442 -1.14930 1.96326
H 7.53727 -0.10240 3.29709
H 7.43449 -1.87613 3.52653
H 5.77282 0.25776 5.29139
H 5.67006 -1.51595 5.52104
H 4.21648 -0.57821 5.12589
C -2.26637 6.17121 -2.60486
C -2.42009 5.39622 -1.32243
C -2.07163 3.93240 -1.35268
O -2.81019 5.93262 -0.30394
H -2.55234 7.21105 -2.43558
H -1.22528 6.14316 -2.93352
H -2.91661 5.74973 -3.37420
H -1.02199 3.80600 -1.62592
H -2.71353 3.41219 -2.06652
H -2.22980 3.50274 -0.36219
C -0.12151 0.46491 -6.41258
C -1.04518 0.60564 -5.23281
C -1.92616 -0.56913 -4.89626
O -1.08018 1.62931 -4.57458
H 0.44957 1.38370 -6.53564
H 0.57450 -0.35956 -6.24374
H -0.70143 0.28941 -7.32033
H -1.31011 -1.43910 -4.65999
H -2.58770 -0.79139 -5.73591
H -2.53715 -0.32495 -4.02458
C 0.87791 2.62688 -10.63346
C 1.35551 2.44727 -9.21660
C 1.89666 3.66033 -8.50913
O 1.30546 1.36341 -8.66551
H 0.51523 1.67135 -11.01697
H 0.05913 3.34889 -10.66120
H 1.70241 2.96688 -11.26331
H 1.12382 4.42724 -8.44256
H 2.76591 4.04638 -9.04410
H 2.20267 3.38316 -7.49854
C 2.16339 7.07356 -5.48479
C 1.75054 7.08145 -6.93265
C 0.50850 7.85183 -7.29481
O 2.39466 6.48877 -7.77620
H 3.07289 6.48096 -5.37124
H 2.36572 8.09314 -5.15023
H 1.37520 6.62574 -4.87582
H 0.63743 8.90586 -7.04062
H -0.35297 7.43852 -6.76595
H 0.33225 7.76988 -8.36896
C -3.79569 -7.21208 5.24681
C -3.71676 -5.86221 4.58600
C -2.70822 -5.68905 3.48088
O -4.43936 -4.94653 4.93120
H -4.56244 -7.19084 6.02152
H -4.06393 -7.97189 4.50962
H -2.83769 -7.45616 5.70993
H -2.92777 -6.38111 2.66541
H -1.70153 -5.86570 3.86516
H -2.76234 -4.66825 3.09742
C -3.45887 -7.56723 10.90533
C -3.88449 -7.56335 9.46090
C -5.12349 -6.78397 9.10680
O -3.25188 -8.16611 8.61536
H -2.55333 -8.16682 11.01394
H -3.24515 -6.54766 11.23272
H -4.24523 -8.00521 11.52353
H -4.98326 -5.72990 9.35473
H -5.98322 -7.18750 9.64577
H -5.31115 -6.86886 8.03568

---

14
Properties=species:S:1:pos:R:3 method="wB97M-V/def2-TZVPD" e_lumo_ev=0.4368 spin_multiplicity=1 de_lowest_kcal_mol=86.6 max_force_ha_per_bohr=0.0826
C 0.70980 1.41139 -1.70041
C 0.30572 0.43806 -0.68684
N 1.00820 -0.34993 0.06276
O 2.38587 -0.11528 -0.16845
S -1.47847 0.27043 -0.47800
N -1.62001 -1.03867 0.53016
C -1.57804 -0.97465 1.91003
S -1.71605 -2.12251 3.03318
H 1.29150 0.90771 -2.40675
H -0.33175 1.79281 -1.92907
H 1.27397 2.37059 -1.30752
H 2.71432 -0.60079 0.68882
H -1.70643 -1.96334 0.15039
H -1.25864 -0.02581 2.30169

---

16
Properties=species:S:1:pos:R:3 method="wB97M-V/def2-TZVPD" e_lumo_ev="-3.7756 / -5.7279" spin_multiplicity=2 charge=+1 de_lowest_kcal_mol=37.0 s2=0.76 max_force_ha_per_bohr=0.0636
O 1.15316 0.84550 -0.73254
Hg 1.65455 1.44973 1.72568
C 0.88729 -0.00974 0.24287
O 0.06290 -0.93519 0.05468
C 0.15843 1.34413 -1.66051
C 0.46629 2.79426 -1.93147
H 0.21250 0.72906 -2.56710
H -0.83572 1.21486 -1.21513
H 1.54857 2.96496 -2.00201
H 0.00404 3.08305 -2.88463
H 0.06293 3.43599 -1.13708
C -0.83312 -3.05657 2.14340
C -1.08176 -4.02534 2.88039
H -2.06696 -3.40453 2.41063
H -0.18370 -1.65913 1.01620
H -1.20943 -4.77106 3.65663

---

35
Properties=species:S:1:pos:R:3 method="wB97M-V/def2-TZVPD" e_lumo_ev=-4.4806 spin_multiplicity=1 charge=+1 de_lowest_kcal_mol=17.0 max_force_ha_per_bohr=0.0668
O -0.80438 2.20643 2.26296
S -1.78654 1.90831 1.25776
O -3.10769 2.14570 1.75229
Cl -1.46459 3.06307 -0.42319
C -1.69072 0.16427 0.76918
C -0.17785 -0.26477 0.91325
C 0.25647 -1.34983 -0.10699
C 1.76304 -1.21618 -0.53185
C 2.61530 -0.64037 0.59814
C 3.17163 0.60319 0.42398
N 3.89152 1.14711 1.42221
C 4.08869 0.52563 2.58743
C 3.57047 -0.72253 2.81355
C 2.80933 -1.32310 1.80128
F 2.27467 -2.50087 2.00873
H -2.36532 -0.46263 1.35970
H -1.91775 0.11977 -0.31605
H -0.08856 -0.71577 1.91266
H 0.39401 0.67006 0.82984
H 0.19007 -2.32485 0.40633
H -0.40022 -1.43569 -0.97914
H 2.20209 -2.19075 -0.79129
H 1.77750 -0.59171 -1.43614
H 3.02419 1.16067 -0.49967
H 4.26844 2.07876 1.27047
H 4.67232 0.99713 3.37627
H 3.71724 -1.24015 3.76142
Cl -1.90454 -0.10213 -2.53747
C -3.24970 -0.18686 -3.71309
C -4.53978 0.32639 -3.12515
Cl -5.16976 -0.75392 -1.85773
H -3.34109 -1.21841 -4.04465
H -2.96252 0.42262 -4.56869
H -5.29953 0.38389 -3.90332
H -4.41644 1.31754 -2.69305

---

33
Properties=species:S:1:pos:R:3 method="wB97M-V/def2-TZVPD" e_lumo_ev=-0.8640 spin_multiplicity=1 de_lowest_kcal_mol=0.0 max_force_ha_per_bohr=0.0199
C -1.83683 1.89084 -2.67408
C -1.37098 0.51211 -3.17907
C -1.74114 -0.59340 -2.22597
O -2.86809 -0.81219 -1.86522
O -0.68516 -1.35080 -1.83335
C -0.74583 -1.89163 -0.50631
C 0.60359 -1.66612 0.17373
C 0.64856 -0.48750 1.16302
C 0.06170 -0.90027 2.53270
C -1.24156 -0.21169 2.85340
O -2.11097 -0.01642 2.05818
Cl -1.43274 0.24813 4.52980
S -0.06959 1.01982 0.34374
C 1.39236 1.17969 -0.51170
N 2.40096 0.57968 0.02247
C 2.08429 0.01868 1.33942
C 2.27729 1.27799 2.33660
O 1.43387 1.39535 3.22246
O 3.28224 1.90987 2.04019
H -2.26383 2.46783 -3.49107
H -0.99984 2.46353 -2.27222
H -2.58458 1.79352 -1.88995
H -1.86667 0.29160 -4.12549
H -0.29923 0.50462 -3.37324
H -0.93447 -2.96263 -0.58413
H -1.57166 -1.45265 0.05434
H 0.86777 -2.57000 0.72437
H 1.34303 -1.54254 -0.61711
H -0.14727 -1.97300 2.51141
H 0.76179 -0.69976 3.33437
H 1.48361 1.72642 -1.43990
H 3.32937 0.55837 -0.37047
H 2.80000 -0.70748 1.71910

---

19
Properties=species:S:1:pos:R:3 method="wB97M-V/def2-TZVPD" e_lumo_ev="3.1179 / 3.2133" spin_multiplicity=2 charge=-1 de_lowest_kcal_mol=15.6 s2=0.75 max_force_ha_per_bohr=0.0648
C 1.52670 2.57969 0.69809
S 2.33031 1.63114 -0.63819
S 3.58876 0.27914 0.32291
H 0.45463 2.57949 0.53450
H 1.89176 3.69985 0.65772
H 1.79572 2.25348 1.75630
H 2.66861 -0.63832 0.38965
H 0.38728 0.13119 -0.24897
H -0.51979 0.26039 -1.51670
O -0.25641 -0.35582 -0.76354
H -2.63862 0.69663 -0.57983
H -4.09075 0.31323 -0.57233
O -3.24458 -0.03814 -0.44515
H -3.50123 -2.34241 1.02795
H -2.03690 -2.29017 1.36963
O -2.87541 -2.31492 1.80183
H 1.02302 -1.55785 -1.30164
H 1.62090 -2.93032 -1.24995
O 1.87600 -1.95630 -1.24227

---

23
Properties=species:S:1:pos:R:3 method="wB97M-V/def2-TZVPD" e_lumo_ev=-0.9214 spin_multiplicity=1 de_lowest_kcal_mol=0.0 smiles="CCP(CC)C1=CC(=O)OC1=O" max_force_ha_per_bohr=0.0057
C -0.81678 1.74007 -2.34825
C 0.16549 0.91866 -1.50837
P -0.71009 -0.03670 -0.17676
C 0.00900 -1.73437 -0.39282
C -1.05734 -2.80189 -0.70974
C 0.25688 0.50562 1.27001
C -0.26029 0.84796 2.44559
C 0.83386 1.22558 3.37958
O 0.78930 1.60129 4.50295
O 2.02864 1.05712 2.70074
C 1.74568 0.63914 1.41265
O 2.60578 0.43605 0.61956
H -1.70466 1.15989 -2.59985
H -0.35352 2.07595 -3.27532
H -1.16025 2.61465 -1.79493
H 0.89906 1.57151 -1.03930
H 0.72089 0.22290 -2.13490
H 0.57095 -2.00511 0.50167
H 0.74181 -1.68098 -1.19657
H -1.12110 -3.54697 0.08147
H -0.83097 -3.31654 -1.64139
H -2.04925 -2.36207 -0.81417
H -1.30308 0.86825 2.71817

---

12
Properties=species:S:1:pos:R:3 method="wB97M-V/def2-TZVPD" e_lumo_ev=0.7871 spin_multiplicity=1 de_lowest_kcal_mol=73.4 max_force_ha_per_bohr=0.0098
O -0.99681 -1.33436 0.24065
C -0.33936 -1.07632 -1.00466
C 0.79694 -0.10047 -1.11346
C 0.03021 1.14505 0.97924
N 0.88990 0.80706 -0.17102
H -0.36900 -1.81347 0.79545
H -1.11235 -0.68589 -1.68236
H -0.01102 -2.02513 -1.45083
H -1.01283 0.94960 0.74007
H 0.29677 0.56060 1.86466
H 0.16683 2.20640 1.20390
H 1.66121 1.45439 -0.28437